Entry 1:
Entry from OMol25: C5H7NO in the gas phase in a non-equilibrium geometry (ωB97M-V/def2-TZVPD).

* M: 97.117 g/mol
* energy above the lowest of the compared OMol25 structures with the same formula, charge and spin: 4.166 eV
* net charge: 0
* strongest force on any atom: 4.13 eV/A
* Kohn-Sham gap: 0.3411 Ha

The geometry in XYZ format:
```
14
Properties=species:S:1:pos:R:3:forces:R:3:lowdin_charge:R:1
C 0.8235 0.3918 2.0193 -0.107 0.161 0.130 -0.093
C 0.7447 0.8392 0.5843 -0.473 0.641 0.015 -0.084
C -0.5212 -1.4664 -0.8999 -2.715 0.764 1.307 0.086
C -0.6094 -0.7025 -1.9878 0.049 -0.030 0.228 -0.149
N -0.4030 0.6329 -1.6249 -0.386 0.173 0.143 0.064
C -0.3127 0.5106 -0.1639 1.071 0.821 -0.102 -0.467
O -1.2178 -0.3810 0.2557 2.031 -3.256 -1.533 -0.027
H 1.8479 0.2051 2.3654 -0.170 0.122 -0.245 0.071
H 0.2228 -0.5062 2.1996 0.144 0.176 -0.161 0.073
H 0.3997 1.1827 2.6455 0.121 -0.086 0.193 0.074
H 1.4764 1.5511 0.2183 -0.031 -0.191 -0.159 0.104
H -0.4055 -2.5191 -0.6704 -0.533 0.404 0.246 0.099
H -0.9553 -1.0288 -2.9664 0.996 0.195 -0.106 0.123
H -1.0903 1.2905 -1.9749 0.005 0.107 0.044 0.125
```
Forces are in eV/Å.

***

Entry 2:
Entry from OMol25: C5H7NO in the gas phase in a non-equilibrium geometry (ωB97M-V/def2-TZVPD).

* M: 97.117 g/mol
* energy above the lowest of the compared OMol25 structures with the same formula, charge and spin: 1.363 eV
* net charge: 0
* strongest force on any atom: 1.83 eV/A
* Kohn-Sham gap: 0.3165 Ha

The geometry in XYZ format:
```
14
Properties=species:S:1:pos:R:3:forces:R:3:lowdin_charge:R:1
C 0.4367 0.2639 1.8172 0.058 0.151 0.250 -0.016
N 0.2412 0.1955 0.3941 -0.264 0.393 0.011 -0.098
C 0.9548 0.8520 -0.6082 0.074 0.127 0.157 -0.100
C 0.4270 0.5170 -1.8173 0.059 -0.323 -0.018 -0.094
C -0.6799 -0.3877 -1.5619 0.806 0.138 0.401 -0.067
C -0.7495 -0.4847 -0.2001 0.118 -0.180 0.034 -0.404
O -1.5824 -1.2555 0.5344 -0.021 -0.139 0.223 0.081
H 0.5798 -0.7355 2.2411 -0.021 0.171 -0.094 0.096
H -0.4329 0.7267 2.2873 0.121 -0.005 0.121 0.096
H 1.3245 0.8643 2.0080 -0.068 -0.021 0.096 0.089
H 1.7762 1.4953 -0.3283 -0.138 0.043 -0.092 0.108
H 0.7886 0.8791 -2.7792 -0.122 -0.276 0.355 0.092
H -0.7908 -1.3807 -1.9332 -0.816 -0.184 -1.630 0.098
H -2.2932 -1.5499 -0.0540 0.215 0.106 0.187 0.119
```
Forces are in eV/Å.

***

Entry 3:
Entry from OMol25: a molecular structure, C5H7NO (ωB97M-V/def2-TZVPD).

* M: 97.117 g/mol
* energy above the lowest of the compared OMol25 structures with the same formula, charge and spin: 3.272 eV
* net charge: 0
* strongest force on any atom: 0.42 eV/A
* Kohn-Sham gap: 0.3252 Ha

The geometry in XYZ format:
```
14
Properties=species:S:1:pos:R:3:forces:R:3:lowdin_charge:R:1
C -1.8161 0.2605 0.6460 -0.045 0.028 0.013 -0.050
C -0.4502 -0.1804 0.2420 0.050 0.145 0.011 -0.173
C 0.1468 -1.5424 -0.0940 -0.135 -0.242 0.310 -0.181
O 0.6273 -1.5462 -1.4572 -0.088 0.045 -0.243 0.003
C 1.3919 -0.8887 -0.4403 0.323 0.057 0.172 -0.178
C 0.7034 0.4304 -0.0959 -0.122 -0.058 0.072 -0.234
N 1.1768 1.7238 -0.1732 -0.079 0.035 -0.116 0.115
H -2.5809 0.0221 -0.1041 0.159 0.004 0.052 0.079
H -1.8423 1.3420 0.8206 0.003 -0.148 -0.045 0.071
H -2.1191 -0.2239 1.5819 0.019 0.075 -0.123 0.075
H 0.0077 -2.5053 0.3852 0.039 0.139 -0.083 0.144
H 2.4089 -1.2096 -0.2419 -0.151 0.043 -0.117 0.145
H 0.4629 2.4401 -0.1892 0.093 -0.078 0.008 0.091
H 1.8828 1.8777 -0.8798 -0.064 -0.046 0.087 0.094
```
Forces are in eV/Å.

***

Entry 4:
Entry from OMol25: C5H7NO in the gas phase in a non-equilibrium geometry (ωB97M-V/def2-TZVPD).

* M: 97.117 g/mol
* energy above the lowest of the compared OMol25 structures with the same formula, charge and spin: 4.845 eV
* net charge: 0
* strongest force on any atom: 3.14 eV/A
* Kohn-Sham gap: 0.3234 Ha

The geometry in XYZ format:
```
14
Properties=species:S:1:pos:R:3:forces:R:3:lowdin_charge:R:1
C 1.6944 0.2643 -0.5972 -0.118 0.195 -0.193 -0.080
C -0.9395 -0.2781 0.8326 -1.027 1.616 -1.620 -0.285
C -1.2711 0.0831 -0.9763 -2.356 -0.092 2.070 -0.171
C 0.7204 -0.8753 -0.6923 0.081 -0.894 2.016 -0.203
C -1.2273 0.3296 1.9669 -0.125 -0.341 0.235 0.015
N -0.1926 -1.1696 0.2409 1.908 -0.853 -2.262 0.065
O -1.9986 -0.4674 -1.7359 0.701 0.377 0.561 0.079
H -0.8755 1.0873 -0.8922 0.946 -0.123 -0.733 0.136
H 0.9852 -1.7132 -1.3340 -0.043 0.111 0.009 0.115
H -1.9725 1.1133 2.0093 -0.055 -0.151 -0.051 0.048
H -0.7949 -0.0126 2.9024 0.116 0.166 -0.065 0.052
H 2.0204 0.5572 -1.5973 -0.019 0.089 0.076 0.077
H 1.2629 1.1266 -0.0812 0.093 -0.079 -0.028 0.072
H 2.5886 -0.0451 -0.0455 -0.102 -0.022 -0.014 0.080
```
Forces are in eV/Å.

***

Entry 5:
Entry from OMol25: C5H7NO in the gas phase in a non-equilibrium geometry (ωB97M-V/def2-TZVPD).

* M: 97.117 g/mol
* energy above the lowest of the compared OMol25 structures with the same formula, charge and spin: 1.345 eV
* net charge: 0
* strongest force on any atom: 2.59 eV/A
* Kohn-Sham gap: 0.3506 Ha

The geometry in XYZ format:
```
14
Properties=species:S:1:pos:R:3:forces:R:3:lowdin_charge:R:1
O 0.3609 -1.0405 2.4407 -0.166 0.042 -0.306 0.053
C 0.1381 -0.6435 1.3118 0.048 -0.058 0.038 -0.483
C -1.0432 0.2564 0.9756 0.043 0.097 0.174 -0.093
C -0.8990 1.0244 -0.3157 -0.290 -0.134 -0.266 -0.110
C -0.2246 0.4872 -1.3307 -0.839 -0.042 -0.046 -0.132
C 0.9476 -0.3747 -1.0287 0.147 0.640 -0.073 -0.185
N 0.9193 -1.0253 0.2531 -0.030 0.096 0.206 0.075
H -1.2155 0.8944 1.8435 0.075 0.014 -0.086 0.117
H -1.9277 -0.3974 0.9016 0.221 0.133 0.112 0.129
H -1.2910 2.0335 -0.3863 -0.645 -0.333 -0.156 0.101
H -0.1693 0.8687 -2.3465 -0.177 0.466 0.243 0.110
H 1.4194 0.6624 -1.0259 1.908 -1.756 0.104 0.143
H 1.3338 -1.0666 -1.7940 -0.294 0.560 0.152 0.127
H 1.6510 -1.6789 0.5017 -0.002 0.275 -0.096 0.146
```
Forces are in eV/Å.

***

Entry 6:
Entry from OMol25: C5H7NO in the gas phase (ωB97M-V/def2-TZVPD).

* M: 97.117 g/mol
* energy above the lowest of the compared OMol25 structures with the same formula, charge and spin: 1.759 eV
* net charge: 0
* strongest force on any atom: 0.52 eV/A
* Kohn-Sham gap: 0.3413 Ha

The geometry in XYZ format:
```
14
Properties=species:S:1:pos:R:3:forces:R:3:lowdin_charge:R:1
C 2.4711 0.2949 1.0306 0.160 -0.055 0.056 -0.137
N 1.2087 0.9528 0.7569 -0.293 -0.282 -0.082 -0.008
C 0.2327 0.1920 0.4707 0.149 0.142 0.017 -0.186
O -0.7746 -1.7483 -1.3807 -0.462 0.229 0.003 0.030
C -1.8177 -1.1297 -1.3209 0.249 -0.193 -0.007 -0.260
C -2.0030 0.1741 -0.6434 0.176 0.140 0.104 -0.062
C -1.0711 0.7759 0.1131 -0.103 -0.074 -0.096 -0.042
H 3.1494 0.4827 0.1898 -0.075 0.008 0.156 0.081
H 2.9282 0.7334 1.9238 -0.084 -0.064 -0.146 0.073
H 2.3749 -0.7945 1.1632 0.010 0.192 -0.022 0.075
H -2.7233 -1.5285 -1.8211 0.067 0.030 0.069 0.113
H 0.3161 -0.8991 0.4600 0.048 0.135 -0.014 0.111
H -2.9549 0.6702 -0.8203 0.145 -0.056 -0.003 0.097
H -1.2539 1.7776 0.4989 0.013 -0.153 -0.035 0.112
```
Forces are in eV/Å.